Computed, not measured: a cluster of 2 separate species, C4H12 in total at a distorted geometry, with the ωB97M-V functional and the def2-TZVPD basis.

```
! RIJCOSX wB97M-V def2-TZVPD def2/J DEFGRID3
* xyz -1 2
C -0.91149 -0.86484 2.19279
C -0.49994 0.55127 1.68493
H -1.14132 -1.59314 1.46792
H -0.03445 -1.30525 2.76310
H -1.90328 -0.62476 2.59348
H 0.23317 0.53851 0.70198
H 0.10291 1.01217 2.58056
H -1.24471 1.18469 1.27399
C 1.17505 0.68950 -1.92444
C 0.18030 -0.42416 -1.85391
H 0.93125 1.61403 -2.55106
H 1.46850 1.02186 -0.92728
H 1.99487 0.25133 -2.31917
H -0.41524 -0.46079 -0.87229
H 0.65038 -1.41433 -2.07767
H -0.58600 -0.17609 -2.73294
*
```

Total energy = -4339.3995 eV
Molecular weight = 60.1 g/mol
Strongest force on any atom = 0.0883 hartree/bohr